(1)
{"formula": "C6H31NO10", "method": "ωB97M-V/def2-TZVPD", "symbols": ["C", "C", "N", "C", "C", "C", "C", "O", "H", "H", "H", "H", "H", "H", "H", "H", "H", "H", "H", "H", "H", "O", "H", "H", "O", "H", "H", "O", "H", "H", "O", "H", "H", "O", "H", "H", "O", "H", "H", "O", "H", "H", "O", "H", "H", "O", "H", "H"], "coordinates": [[3.184, 1.404, 1.465], [2.522, 0.209, 0.769], [1.748, 0.592, -0.426], [1.016, -0.544, -0.994], [0.222, -0.020, -2.179], [-1.106, 0.421, -1.563], [-1.217, 1.826, -1.131], [-1.097, 2.261, 0.000], [2.584, 1.754, 2.251], [3.278, 2.177, 0.660], [4.172, 1.210, 1.850], [3.116, -0.746, 0.673], [1.871, -0.306, 1.535], [1.177, 1.403, -0.257], [1.848, -1.193, -1.292], [0.285, -0.969, -0.196], [0.064, -0.837, -2.926], [0.660, 0.746, -2.802], [-1.558, -0.300, -0.868], [-1.813, 0.402, -2.467], [-1.325, 2.590, -1.928], [-3.120, -0.473, 1.290], [-2.276, -0.252, 1.712], [-3.587, -1.024, 1.929], [3.103, 2.243, -2.497], [3.110, 1.555, -1.819], [3.964, 2.066, -2.899], [-0.512, -3.183, 1.861], [-1.302, -3.227, 2.420], [-0.911, -2.987, 1.006], [-3.392, -2.012, -0.912], [-3.704, -1.327, -0.289], [-2.479, -2.103, -0.633], [-4.844, 1.525, 2.525], [-4.364, 2.340, 2.691], [-4.583, 1.052, 1.728], [-3.027, 0.016, 3.940], [-3.803, 0.406, 3.498], [-2.174, 0.417, 3.666], [-1.168, 1.109, 2.408], [-0.213, 1.172, 2.530], [-1.406, 1.780, 1.680], [1.500, -3.324, -3.936], [0.861, -3.006, -3.281], [1.649, -2.466, -4.367], [4.591, -0.702, -1.793], [3.626, -0.674, -1.725], [4.829, -1.004, -0.907]], "homo_lumo_gap_ev": 9.67, "charge": 0, "e_tot_ev": -28688.5403, "smiles": "CCNCCCC=O.O.O.O.O.O.O.O.O.O", "de_lowest_kcal_mol": 70.8, "fmax_ev_per_a": 4.0}

---

(2)
{"formula": "C7H9N2P", "method": "ωB97M-V/def2-TZVPD", "symbols": ["P", "N", "C", "C", "C", "C", "C", "C", "N", "C", "H", "H", "H", "H", "H", "H", "H", "H", "H"], "coordinates": [[-2.918, 1.316, -0.085], [-1.558, 0.276, -0.099], [-1.535, -1.162, 0.039], [-0.079, -1.677, -0.144], [0.814, -0.446, -0.132], [2.192, -0.315, -0.187], [2.601, 1.046, -0.050], [1.704, 2.084, 0.009], [0.437, 1.917, -0.030], [0.035, 0.696, -0.104], [-2.262, 2.500, 0.116], [-3.383, 1.555, 1.425], [-2.297, -1.673, -0.675], [-1.902, -1.383, 1.122], [0.188, -2.279, -1.132], [0.166, -2.372, 0.738], [2.962, -1.159, -0.211], [3.681, 1.242, 0.100], [2.106, 3.100, -0.229]], "homo_lumo_gap_ev": 8.68, "charge": 0, "e_tot_ev": -19671.6488, "smiles": "PN1CCc2cccnc21", "de_lowest_kcal_mol": 41.3, "fmax_ev_per_a": 4.9}

---

(3)
{"formula": "C3H6N4", "method": "ωB97M-V/def2-TZVPD", "symbols": ["H", "N", "C", "N", "N", "C", "C", "N", "H", "H", "H", "H", "H"], "coordinates": [[-1.521, 1.580, 0.376], [-0.554, 1.999, 0.031], [0.162, 0.965, 0.075], [1.465, 0.862, -0.235], [2.012, -0.371, -0.083], [1.037, -1.106, 0.180], [-0.352, -0.438, 0.373], [-1.485, -0.961, -0.303], [2.082, 1.585, -0.468], [1.187, -2.170, 0.214], [-0.583, -0.415, 1.410], [-1.160, -1.192, -1.278], [-2.291, -0.339, -0.292]], "homo_lumo_gap_ev": 9.56, "charge": 0, "e_tot_ev": -9166.8005, "smiles": "[H]/N=C1/NN=C[C@@H]1N", "de_lowest_kcal_mol": 47.4, "fmax_ev_per_a": 3.8}

---

(4)
{"formula": "C4H2ClO2", "method": "ωB97M-V/def2-TZVPD", "symbols": ["C", "C", "O", "C", "Cl", "C", "O", "H", "H"], "coordinates": [[-0.507, -0.990, 0.722], [-0.684, 0.330, 0.471], [-1.290, 1.231, 1.072], [0.170, 0.729, -0.772], [-0.457, 1.729, -2.038], [1.358, 0.260, -0.663], [2.420, -0.195, -0.390], [-0.010, -1.644, 0.034], [-0.999, -1.450, 1.566]], "homo_lumo_gap_ev": 6.54, "charge": -1, "e_tot_ev": -20796.9788, "smiles": "C=C([O-])C(Cl)=C=O", "de_lowest_kcal_mol": 36.8, "fmax_ev_per_a": 2.6}

---

(5)
{"formula": "C2H2O2Rh", "method": "ωB97M-V/def2-TZVPD", "symbols": ["H", "C", "C", "H", "O", "O", "Rh"], "coordinates": [[-1.324, -1.559, 0.671], [-1.394, -0.591, 0.192], [-1.529, 0.537, -0.235], [-1.708, 1.560, -0.542], [2.458, -0.791, -0.183], [2.609, 0.646, 0.304], [0.889, 0.197, -0.207]], "homo_lumo_gap_ev": [10.17, 8.56], "charge": 1, "e_tot_ev": -9192.2313, "multiplicity": 5, "de_lowest_kcal_mol": 98.2, "fmax_ev_per_a": 5.3}

---

(6)
{"formula": "C39H45EuN5O", "method": "ωB97M-V/def2-TZVPD", "symbols": ["Eu", "N", "N", "C", "C", "C", "C", "H", "H", "H", "C", "C", "H", "H", "H", "C", "C", "H", "H", "H", "C", "H", "H", "H", "C", "H", "H", "H", "C", "H", "C", "H", "C", "H", "C", "H", "C", "C", "H", "C", "C", "H", "C", "H", "N", "C", "C", "C", "H", "C", "C", "H", "H", "H", "C", "H", "C", "C", "H", "H", "H", "C", "H", "H", "H", "C", "N", "N", "C", "O", "C", "C", "C", "C", "C", "C", "C", "C", "C", "H", "H", "H", "H", "H", "H", "H", "H", "H", "H", "H", "H"], "coordinates": [[-0.272, -0.222, -0.466], [-2.640, -1.352, -0.302], [-0.651, -2.122, -2.501], [2.155, 1.174, -1.545], [2.466, -0.127, -1.060], [2.260, -0.139, 0.360], [2.297, -1.330, 1.248], [2.494, -2.253, 0.683], [1.344, -1.467, 1.797], [3.078, -1.211, 2.013], [1.785, 1.161, 0.727], [1.335, 1.621, 2.061], [1.950, 2.459, 2.425], [1.406, 0.811, 2.796], [0.284, 1.967, 2.034], [1.703, 1.951, -0.454], [1.264, 3.367, -0.508], [0.377, 3.535, 0.121], [1.021, 3.672, -1.535], [2.061, 4.037, -0.146], [2.897, -1.290, -1.874], [3.932, -1.577, -1.613], [2.871, -1.051, -2.948], [2.255, -2.178, -1.725], [2.329, 1.706, -2.918], [1.371, 2.067, -3.321], [2.732, 0.958, -3.606], [3.021, 2.564, -2.916], [-3.626, -1.205, 0.599], [-4.096, -0.209, 0.655], [-4.028, -2.239, 1.456], [-4.798, -2.065, 2.217], [-3.424, -3.500, 1.301], [-3.754, -4.349, 1.915], [-2.398, -3.641, 0.385], [-1.887, -4.583, 0.205], [-1.974, -2.542, -0.411], [-0.765, -2.635, -1.205], [-0.024, -3.406, -0.966], [-0.996, -0.810, -2.813], [-0.176, -2.783, -3.662], [0.305, -3.749, -3.633], [-0.230, -1.903, -4.663], [0.067, -2.008, -5.690], [-0.770, -0.712, -4.157], [-0.955, 0.520, -4.837], [0.056, 1.042, -5.664], [-0.025, 2.384, -6.075], [0.793, 2.779, -6.685], [-1.072, 3.215, -5.674], [-1.149, 4.666, -6.063], [-0.976, 5.319, -5.195], [-2.143, 4.916, -6.457], [-0.404, 4.918, -6.826], [-2.059, 2.674, -4.844], [-2.866, 3.313, -4.486], [-2.028, 1.336, -4.436], [-3.125, 0.819, -3.575], [-3.756, 0.079, -4.085], [-3.760, 1.659, -3.281], [-2.737, 0.349, -2.654], [1.282, 0.269, -6.024], [1.089, -0.491, -6.795], [1.752, -0.220, -5.159], [2.011, 0.980, -6.431], [0.032, 0.434, 6.861], [-0.627, 0.319, 5.580], [-0.294, -0.650, 4.696], [-1.035, -0.462, 3.528], [-0.759, -1.019, 2.431], [-1.991, 0.549, 3.870], [-1.656, 1.052, 5.102], [-2.220, 2.181, 5.884], [0.856, -1.500, 4.898], [0.661, -2.881, 5.005], [1.760, -3.722, 5.165], [3.048, -3.177, 5.177], [3.246, -1.793, 5.089], [2.141, -0.945, 4.976], [-0.478, 1.216, 7.430], [1.087, 0.723, 6.756], [-0.023, -0.503, 7.434], [-2.759, 0.891, 3.194], [-2.668, 1.860, 6.837], [-1.468, 2.953, 6.107], [-3.007, 2.658, 5.289], [-0.364, -3.257, 4.982], [1.605, -4.796, 5.269], [3.915, -3.829, 5.271], [4.250, -1.359, 5.108], [2.264, 0.143, 4.947]], "homo_lumo_gap_ev": [2.28, 4.78], "charge": -1, "e_tot_ev": -69996.0348, "multiplicity": 7, "de_lowest_kcal_mol": 1.3, "fmax_ev_per_a": 2.8}

---

(7)
{"formula": "CH3N3S", "method": "ωB97M-V/def2-TZVPD", "symbols": ["C", "N", "N", "N", "S", "H", "H", "H"], "coordinates": [[-3.094, 0.266, -0.740], [-1.060, -1.072, -0.578], [-0.386, -0.351, 0.062], [0.920, -0.536, 0.301], [-4.186, -0.088, 0.340], [-2.930, 1.131, -1.224], [1.332, -1.371, 0.235], [1.565, 0.189, 0.533]], "homo_lumo_gap_ev": [7.24, 8.40], "charge": 0, "e_tot_ev": -16385.4752, "de_lowest_kcal_mol": 87.7, "fmax_ev_per_a": 4.6}

---

(8)
{"formula": "C2H3N3S", "method": "ωB97M-V/def2-TZVPD", "symbols": ["C", "C", "N", "N", "N", "S", "H", "H", "H"], "coordinates": [[2.592, 2.676, 2.292], [-1.921, -1.916, -0.464], [-1.147, -0.763, -0.715], [-0.373, -0.159, -0.001], [1.966, 2.082, 1.514], [-2.358, -2.995, -1.621], [-2.059, -2.108, 0.510], [-1.111, -0.587, -1.853], [1.402, 1.669, 0.831]], "homo_lumo_gap_ev": [7.47, 7.47], "charge": 0, "e_tot_ev": -17423.1809, "de_lowest_kcal_mol": 106.4, "fmax_ev_per_a": 4.8}